Record 1
The following is a quantum chemistry calculation of a molecular structure, C25H41CeN3P2 in a non-equilibrium geometry, from the Open Molecules 2025 dataset.

```
! RIJCOSX wB97M-V def2-TZVPD def2/J DEFGRID3
* xyz 1 2
Ce 1.327 -0.161 0.359
C -0.011 -0.686 2.606
C 0.280 -1.980 2.049
C 2.215 -1.195 3.043
C 1.191 -0.224 3.249
C 1.662 -2.277 2.310
C -1.316 0.034 2.525
H -1.289 0.919 1.860
H -1.619 0.409 3.513
H -2.112 -0.631 2.163
C 1.319 0.978 4.109
H 0.449 1.051 4.772
H 1.387 1.920 3.559
H 2.213 0.912 4.738
C 3.615 -1.127 3.536
H 3.699 -0.598 4.488
H 4.284 -0.614 2.838
H 4.026 -2.131 3.667
C 2.331 -3.581 2.079
H 2.204 -4.227 2.959
H 3.403 -3.448 1.917
H 1.927 -4.123 1.220
C -0.675 -2.945 1.448
H -0.526 -3.931 1.904
H -0.538 -3.085 0.366
H -1.716 -2.659 1.615
C -4.729 2.568 -0.967
C -5.034 2.635 -2.271
C -4.179 2.387 -3.483
C -2.682 2.148 -3.150
C -2.450 0.692 -2.836
C -3.173 -0.003 -1.937
C -3.353 0.406 -0.523
C -3.552 1.925 -0.274
H -4.258 3.207 -4.220
H -2.379 2.811 -2.325
H -4.567 1.494 -3.990
H -2.613 2.435 -0.530
H -5.447 2.978 -0.241
H -6.043 2.956 -2.542
H -3.696 2.052 0.817
H -4.214 -0.180 -0.165
H -3.637 -0.975 -2.196
H -2.514 0.086 0.134
H -2.084 2.413 -4.040
H -1.784 0.173 -3.535
P 0.228 0.733 -1.764
C 0.536 2.380 -0.816
C 0.579 1.479 -3.408
P 1.313 -2.201 -1.196
C 1.736 -0.660 -2.057
C -0.030 -2.879 -2.278
C 2.762 -3.292 -1.486
H 0.653 2.296 0.292
H -0.364 2.997 -0.998
H 1.408 2.888 -1.266
H 1.240 2.341 -3.245
H -0.340 1.812 -3.898
H 1.085 0.748 -4.053
H 3.148 -3.136 -2.498
H 2.477 -4.345 -1.361
H 3.532 -3.009 -0.759
H 2.719 -0.180 -1.867
H 1.576 -0.861 -3.119
H -0.064 -3.977 -2.164
H 0.183 -2.630 -3.336
H -1.017 -2.459 -2.002
N 2.982 1.261 1.123
C 3.717 1.975 1.736
N 4.595 2.751 2.173
C 4.847 3.303 3.320
N 5.154 3.855 4.308
*
```

As for the strongest force on any atom: 7.4 eV Å⁻¹. Its frontier orbital gap (spin up / spin down) is 6.786 / 6.585 eV. For the LUMO energy (spin up / spin down), the calculation gives -3.77 / -3.97 eV.

***

Record 2
The following is a quantum chemistry calculation of a molecular structure, C39H49GeN6O4PPt in a non-equilibrium geometry, from the Open Molecules 2025 dataset.

```
! RIJCOSX wB97M-V def2-TZVPD def2/J DEFGRID3
* xyz -2 1
Pt 0.988 -0.933 -0.175
O 6.201 -3.995 3.226
C 6.470 -3.618 2.042
O 7.591 -3.555 1.523
C 5.289 -3.240 1.174
C 5.400 -3.009 -0.175
N 4.153 -2.768 -0.634
N 3.229 -2.802 0.318
C 3.890 -3.094 1.431
C 3.116 -3.211 2.716
O 3.785 -3.709 3.738
O 1.952 -2.886 2.800
H 4.813 -3.843 3.530
H 6.275 -2.998 -0.801
H 3.853 -2.547 -1.567
N -0.606 -2.097 -0.328
P -2.069 -1.780 0.003
N -2.906 -3.250 0.054
C -2.178 -4.467 0.363
C -2.243 -4.794 1.866
C -3.508 -4.193 2.493
C -4.657 -4.250 1.494
C -4.333 -3.352 0.283
N -2.372 -0.954 1.456
C -3.530 -0.114 1.732
C -3.806 -0.062 3.228
C -2.647 0.628 3.949
C -1.286 0.161 3.392
C -1.394 -1.098 2.544
N -3.081 -0.910 -1.044
C -2.670 0.474 -1.298
C -1.649 0.633 -2.437
C -1.758 -0.513 -3.442
C -3.218 -0.938 -3.535
C -3.631 -1.598 -2.217
H -1.149 -4.321 0.040
H -2.606 -5.291 -0.228
H -1.353 -4.402 2.363
H -2.239 -5.881 2.006
H -3.325 -3.148 2.750
H -3.765 -4.715 3.419
H -5.601 -3.932 1.946
H -4.797 -5.286 1.167
H -4.739 -2.354 0.446
H -4.840 -3.752 -0.611
H -4.403 -0.484 1.194
H -3.374 0.919 1.379
H -3.932 -1.083 3.601
H -4.746 0.466 3.414
H -2.712 0.440 5.024
H -2.749 1.710 3.818
H -0.592 -0.050 4.208
H -0.820 0.945 2.792
H -1.644 -1.951 3.191
H -0.422 -1.316 2.106
H -2.225 0.850 -0.383
H -3.570 1.073 -1.486
H -0.644 0.649 -2.011
H -1.824 1.591 -2.937
H -1.152 -1.353 -3.090
H -1.371 -0.203 -4.416
H -3.400 -1.645 -4.349
H -3.836 -0.055 -3.736
H -3.261 -2.624 -2.217
H -4.728 -1.649 -2.150
C 2.083 0.380 -0.814
Ge 1.945 2.262 -1.100
C 1.585 2.863 -2.953
C 2.500 2.579 -3.969
C 2.275 2.977 -5.280
C 1.112 3.662 -5.607
C 0.180 3.936 -4.617
C 0.418 3.539 -3.306
C 3.681 3.084 -0.642
C 4.361 4.002 -1.441
C 5.551 4.585 -1.017
C 6.082 4.258 0.221
C 5.422 3.340 1.029
C 4.237 2.760 0.599
C 0.654 3.256 -0.008
C 0.729 4.645 0.103
C -0.206 5.353 0.847
C -1.235 4.676 1.493
C -1.318 3.294 1.395
C -0.375 2.592 0.652
H 2.879 0.040 -1.518
H 3.406 2.029 -3.733
H 3.007 2.749 -6.047
H 0.933 3.976 -6.629
H -0.738 4.457 -4.864
H -0.320 3.764 -2.543
H 3.957 4.277 -2.410
H 6.063 5.295 -1.659
H 7.009 4.709 0.554
H 5.835 3.066 1.992
H 3.743 2.025 1.226
H 1.529 5.182 -0.397
H -0.131 6.432 0.927
H -1.964 5.226 2.077
H -2.115 2.759 1.899
H -0.415 1.507 0.592
*
```

As for the strongest force on any atom: 1.0 eV Å⁻¹. Its frontier orbital gap is 5.485 eV. For the LUMO energy, the calculation gives 4.07 eV.

***

Record 3
The following is a quantum chemistry calculation of a molecular structure, C35H47BiIN7O8P2Se3Te in a non-equilibrium geometry, from the Open Molecules 2025 dataset.

```
! RIJCOSX wB97M-V def2-TZVPD def2/J DEFGRID3
* xyz -2 1
Bi 1.439 1.008 0.344
Se 4.223 4.152 -1.372
Se 3.632 5.529 0.423
Te 3.761 4.281 2.613
Se 1.638 3.395 3.330
C 0.666 -3.200 -1.765
C 1.860 -3.430 -2.385
C 2.924 -2.562 -2.188
C 2.794 -1.482 -1.290
N 1.560 -1.240 -0.740
C 0.546 -2.091 -0.911
C 3.989 -0.692 -0.833
C 5.299 -0.940 -1.341
C 6.402 -0.438 -0.650
C 6.149 0.328 0.532
C 4.865 0.636 0.914
N 3.815 0.172 0.211
H -0.199 -3.887 -1.904
H 2.012 -4.327 -2.997
H 3.899 -2.666 -2.700
H -0.381 -1.960 -0.368
H 5.387 -1.545 -2.232
H 7.416 -0.699 -0.986
H 6.991 0.666 1.108
H 4.703 1.247 1.787
C -4.596 -0.613 -3.678
N -3.715 0.544 -3.849
C -4.487 1.793 -3.766
N -5.221 1.909 -2.468
C -6.062 0.694 -2.307
N -5.304 -0.594 -2.376
C -4.336 -0.694 -1.251
P -3.051 0.706 -1.176
C -2.538 0.585 -2.990
C -4.331 2.139 -1.319
H -4.012 -1.540 -3.675
H -5.357 -0.588 -4.451
H -5.239 1.781 -4.601
H -3.851 2.638 -3.927
H -6.816 0.699 -3.121
H -6.577 0.701 -1.324
H -3.783 -1.622 -1.420
H -4.820 -0.718 -0.266
H -1.983 -0.381 -3.073
H -1.906 1.422 -3.214
H -3.753 3.056 -1.444
H -4.870 2.198 -0.370
C 4.027 -5.969 3.162
N 3.575 -4.624 3.036
C 3.812 -3.732 4.037
C 3.284 -2.481 4.018
C 2.444 -2.073 2.831
O 1.959 -0.919 2.813
N 2.288 -2.984 1.860
C 2.797 -4.246 1.935
O 2.581 -5.154 1.115
H 4.714 -6.140 4.022
H 4.645 -6.189 2.268
H 3.156 -6.659 3.244
H 4.489 -4.129 4.786
H 3.446 -1.793 4.866
C -0.455 0.498 6.430
C 0.246 0.686 5.086
O -0.696 1.190 4.138
P -1.073 0.608 2.649
O -1.736 -0.831 2.788
C -2.596 -1.486 3.812
C -2.001 -2.833 4.059
O -2.431 1.478 2.342
C -2.604 2.830 2.724
C -3.928 2.988 3.474
H 0.112 -0.202 7.064
H -1.488 0.060 6.351
H -0.465 1.445 6.945
H 0.742 -0.229 4.682
H 1.058 1.427 5.229
H -3.611 -1.547 3.354
H -2.656 -0.871 4.712
H -0.923 -2.752 4.097
H -2.325 -3.647 3.347
H -2.362 -3.151 5.063
H -2.660 3.404 1.767
H -1.761 3.220 3.333
H -4.752 2.505 2.909
H -4.103 4.068 3.639
H -3.831 2.528 4.476
C 0.230 3.630 -0.690
O -0.160 2.316 -0.342
H 0.011 3.783 -1.759
H 1.282 3.871 -0.498
H -0.339 4.349 -0.085
I -1.830 2.799 -8.221
C -0.453 2.212 -6.764
C 0.275 1.004 -6.888
C 1.084 0.635 -5.848
C 1.233 1.417 -4.676
C 0.670 2.686 -4.691
C -0.147 3.102 -5.717
C 1.916 0.808 -3.524
O 2.775 -0.093 -3.776
O 1.631 1.266 -2.330
H 0.121 0.381 -7.783
H 1.690 -0.265 -5.836
H 0.857 3.337 -3.848
H -0.545 4.100 -5.725
*
```

As for the strongest force on any atom: 3.9 eV Å⁻¹. Its frontier orbital gap is 4.081 eV. For the LUMO energy, the calculation gives 3.15 eV.

***

Record 4
The following is a quantum chemistry calculation of a molecular structure, C26H19Br2Cl2N2OSY, from the Open Molecules 2025 dataset.

```
! RIJCOSX wB97M-V def2-TZVPD def2/J DEFGRID3
* xyz 0 1
Y 0.137 -0.191 -1.005
C 2.119 -0.138 -2.665
C 1.078 0.276 -3.518
C 0.198 -0.815 -3.707
C 0.707 -1.908 -2.983
C 1.871 -1.484 -2.311
H 2.944 0.472 -2.328
H 0.964 1.261 -3.945
H -0.706 -0.810 -4.297
H 0.234 -2.874 -2.898
H 2.514 -2.097 -1.703
Cl -1.412 1.943 -2.016
C -1.402 3.214 -0.791
C -2.427 4.134 -0.897
C -2.490 5.165 0.028
C -1.534 5.232 1.027
C -0.528 4.283 1.098
Cl 0.618 4.441 2.403
C -0.402 3.227 0.187
S 0.908 2.065 0.275
H -3.159 4.035 -1.685
H -3.278 5.903 -0.028
H -1.555 6.019 1.768
Br -4.059 -3.028 -2.479
C -3.711 -2.416 -0.736
C -4.625 -2.769 0.285
C -4.445 -2.354 1.569
Br -5.711 -2.838 2.884
C -3.319 -1.555 1.909
C -3.049 -1.041 3.196
C -1.953 -0.253 3.398
C -1.103 0.022 2.311
N -1.305 -0.462 1.106
C -2.413 -1.233 0.885
C -2.600 -1.645 -0.479
O -1.723 -1.267 -1.361
H -5.482 -3.374 0.025
H -3.729 -1.267 4.007
H -1.732 0.170 4.368
H -0.253 0.688 2.426
N 1.683 -1.064 0.848
C 3.097 -1.123 0.611
C 3.830 0.044 0.448
C 5.185 -0.045 0.162
C 5.808 -1.278 0.030
C 5.069 -2.437 0.210
C 3.718 -2.360 0.512
H 1.328 -1.958 1.168
H 1.443 -0.384 1.563
H 3.356 1.014 0.531
H 5.754 0.867 0.036
H 6.861 -1.332 -0.212
H 5.539 -3.407 0.116
H 3.141 -3.267 0.658
*
```

As for the strongest force on any atom: 0.7 eV Å⁻¹. Its frontier orbital gap is 7.432 eV. For the LUMO energy, the calculation gives -0.42 eV.

***

Record 5
The following is a quantum chemistry calculation of C4H8N2 in the gas phase in a non-equilibrium geometry, from the Open Molecules 2025 dataset.

```
! RIJCOSX wB97M-V def2-TZVPD def2/J DEFGRID3
* xyz 0 1
C 0.512 -0.585 -1.134
C -0.291 1.467 0.007
C -0.037 0.592 1.277
C 0.403 -1.494 -0.050
H 0.597 -0.977 -2.384
H 1.338 0.371 -0.959
H -1.417 0.464 -0.913
H 0.426 2.230 -0.197
H -1.376 1.878 0.082
H -0.439 0.888 2.137
H -0.228 -1.157 1.881
H -0.003 -2.613 -0.006
N -0.484 0.575 -1.079
N 0.138 -0.712 1.045
*
```

As for the strongest force on any atom: 6.4 eV Å⁻¹. Its frontier orbital gap is 7.832 eV. For the LUMO energy, the calculation gives 0.86 eV.

***

Record 6
The following is a quantum chemistry calculation of a molecular structure, C19H15ClN4O4SbSe4Y, from the Open Molecules 2025 dataset.

```
! RIJCOSX wB97M-V def2-TZVPD def2/J DEFGRID3
* xyz 0 1
Y 0.355 0.137 -0.578
C -2.048 -0.911 -0.883
C -1.218 -1.959 -0.414
C -0.289 -2.269 -1.426
C -0.534 -1.415 -2.521
C -1.628 -0.583 -2.188
H -2.868 -0.458 -0.345
H -1.276 -2.438 0.551
H 0.488 -3.017 -1.363
H -0.004 -1.417 -3.461
H -2.069 0.164 -2.831
O 3.081 -0.660 4.857
C 1.869 -0.211 5.120
O 1.535 0.157 6.217
C 0.913 -0.124 3.972
C -0.418 0.239 4.082
Cl -1.365 0.620 5.431
N -0.969 0.233 2.849
N -0.056 -0.134 1.928
C 1.070 -0.361 2.590
C 2.231 -0.862 1.764
O 3.265 -1.205 2.330
O 1.997 -0.897 0.514
C -2.367 0.267 2.526
C -3.020 1.472 2.343
C -4.371 1.459 2.025
C -5.047 0.254 1.897
C -4.382 -0.947 2.101
C -3.035 -0.943 2.425
H 3.202 -0.903 3.893
H -2.476 2.400 2.455
H -4.896 2.394 1.881
H -6.100 0.251 1.646
H -4.911 -1.886 2.011
H -2.498 -1.867 2.595
Se 0.808 1.723 -3.252
Sb 2.336 3.851 -2.508
Se 0.856 5.422 -1.559
Se 2.909 1.974 -0.603
Se 2.650 0.487 -2.425
N -1.818 4.095 0.306
C -0.887 4.137 1.313
C -0.200 2.971 1.226
N -0.696 2.223 0.177
C -1.657 2.940 -0.362
H -2.406 4.856 0.010
H -0.781 4.985 1.965
H 0.615 2.625 1.839
H -2.258 2.652 -1.208
*
```

As for the strongest force on any atom: 0.3 eV Å⁻¹. Its frontier orbital gap is 6.969 eV. For the LUMO energy, the calculation gives -0.91 eV.

***

Record 7
The following is a quantum chemistry calculation of a gas-phase ion, C4H8N3 (charge +1) in a non-equilibrium geometry, from the Open Molecules 2025 dataset.

```
! RIJCOSX wB97M-V def2-TZVPD def2/J DEFGRID3
* xyz 1 1
C -0.515 -0.039 -0.055
C 1.218 -1.479 -0.052
C -2.367 0.037 0.011
C 1.822 0.832 -0.093
N -1.325 -1.042 -0.141
N 0.890 -0.249 -0.015
N -1.352 1.055 -0.108
H 2.177 -1.876 0.035
H 0.395 -2.306 -0.021
H -3.080 -0.049 -0.700
H -2.939 0.070 0.923
H 1.530 1.685 0.494
H 2.735 0.465 0.527
H 1.953 1.076 -1.282
H -1.143 1.820 0.479
*
```

As for the strongest force on any atom: 3.5 eV Å⁻¹. Its frontier orbital gap is 8.695 eV. For the LUMO energy, the calculation gives -5.64 eV.

***

Record 8
The following is a quantum chemistry calculation of C19H15NO3S in the gas phase in a non-equilibrium geometry, from the Open Molecules 2025 dataset.

```
! RIJCOSX wB97M-V def2-TZVPD def2/J DEFGRID3
* xyz 0 1
O 2.087 -1.940 -0.044
S 3.185 3.575 1.884
O 1.695 0.854 -1.387
O 2.081 0.732 2.265
C 1.359 -0.990 0.165
C 2.558 2.561 0.714
C 2.052 2.177 -1.613
C 2.424 3.022 -0.615
C 1.780 0.371 -0.088
C 2.162 1.170 0.981
C -4.214 -2.567 2.383
C -2.764 1.817 -2.856
C -3.629 -1.487 3.044
C -3.845 -2.885 1.081
C -2.974 2.153 -1.487
C -1.941 0.681 -3.100
C -2.591 -0.763 2.449
C -2.831 -2.142 0.499
C -2.344 1.460 -0.485
C -1.296 -0.010 -2.040
C -2.149 -1.099 1.185
C -1.487 0.383 -0.710
N 0.047 -1.341 0.251
C -0.963 -0.375 0.520
H 2.609 1.315 2.839
H 1.995 2.531 -2.607
H 2.765 4.006 -0.856
H -5.021 -3.072 2.863
H -3.221 2.394 -3.656
H -3.941 -1.284 4.078
H -4.368 -3.613 0.501
H -3.603 3.006 -1.207
H -1.776 0.286 -4.047
H -2.189 0.111 2.979
H -2.551 -2.366 -0.540
H -2.446 1.769 0.555
H -0.728 -0.887 -2.268
H -0.107 -2.308 0.520
H -0.575 0.403 1.246
*
```

As for the strongest force on any atom: 4.7 eV Å⁻¹. As for the structure (SMILES): O=C(NC(c1ccccc1)c1ccccc1)c1occc(=S)c1O. Its frontier orbital gap is 7.880 eV. For the LUMO energy, the calculation gives -0.77 eV.

***

Record 9
The following is a quantum chemistry calculation of 5 unconnected molecules or ions with the total composition C5H15N5O10 in a non-equilibrium geometry, from the Open Molecules 2025 dataset.

```
! RIJCOSX wB97M-V def2-TZVPD def2/J DEFGRID3
* xyz 1 2
C 6.345 -8.679 -6.105
N 5.984 -10.149 -6.118
O 6.906 -10.969 -5.864
O 4.779 -10.400 -6.320
H 6.907 -8.545 -5.180
H 5.434 -8.080 -6.083
H 6.888 -8.429 -7.016
C 1.703 -10.397 -7.549
N 1.562 -9.180 -6.597
O 2.433 -8.302 -6.630
O 0.600 -9.111 -5.847
H 2.276 -10.158 -8.445
H 0.712 -10.761 -7.821
H 2.192 -11.205 -7.005
C -3.072 -10.495 -7.165
N -2.440 -11.834 -7.240
O -2.717 -12.632 -6.354
O -1.498 -11.959 -7.970
H -3.930 -10.498 -6.494
H -3.245 -10.181 -8.195
H -2.329 -9.813 -6.751
C 4.806 -13.048 -7.433
N 3.357 -13.289 -7.647
O 2.703 -13.496 -6.642
O 2.809 -13.189 -8.758
H 5.135 -12.260 -8.112
H 5.404 -13.936 -7.638
H 4.869 -12.736 -6.391
C -0.293 -8.593 -11.815
N 0.201 -8.387 -10.426
O 1.400 -8.498 -10.308
O -0.587 -8.122 -9.538
H -1.362 -8.677 -11.624
H 0.126 -9.522 -12.202
H -0.018 -7.722 -12.410
*
```

As for the strongest force on any atom: 4.8 eV Å⁻¹. Its frontier orbital gap (spin up / spin down) is 7.003 / 3.468 eV. For the LUMO energy (spin up / spin down), the calculation gives -6.62 / -10.16 eV.